{"formula": "C9H18F3IN3O2S", "method": "wB97M-V/def2-TZVPD", "e_tot_ha": -1663.68558, "lumo_ha": -0.116, "charge": 1, "smiles": "CCCN[C@]1(I)CC[NH2+][C@H](S(=O)(=O)C(F)(F)F)[C@@H]1N", "homo_ev": -12.56, "gap_ev": 9.408, "spin_multiplicity": 1, "symbols": ["C", "C", "C", "N", "C", "I", "C", "C", "N", "C", "S", "O", "O", "C", "F", "F", "F", "C", "N", "H", "H", "H", "H", "H", "H", "H", "H", "H", "H", "H", "H", "H", "H", "H", "H", "H", "H"], "coordinates": [[4.41, -0.44, 0.35], [3.53, 0.23, -0.73], [2.64, 1.38, -0.21], [1.22, 1.25, -0.61], [0.32, 0.71, 0.35], [0.03, 2.04, 2.10], [0.80, -0.66, 0.88], [0.16, -1.83, 0.16], [-1.36, -1.79, 0.22], [-1.88, -0.42, 0.54], [-3.65, -0.55, 0.23], [-3.76, -1.18, -1.06], [-4.25, -1.11, 1.40], [-4.27, 1.21, 0.05], [-5.55, 1.15, 0.30], [-4.05, 1.63, -1.18], [-3.66, 2.00, 0.91], [-1.10, 0.59, -0.29], [-1.04, 0.09, -1.67], [5.41, -0.62, -0.02], [3.99, -1.39, 0.69], [4.51, 0.20, 1.22], [4.19, 0.63, -1.50], [2.91, -0.51, -1.23], [2.74, 1.48, 0.87], [3.00, 2.32, -0.64], [0.89, 2.19, -0.84], [0.60, -0.73, 1.95], [1.87, -0.78, 0.77], [0.48, -2.78, 0.59], [0.42, -1.81, -0.90], [-1.73, -2.04, -0.70], [-1.74, -2.47, 0.87], [-1.76, -0.22, 1.61], [-1.57, 1.57, -0.21], [-1.97, -0.19, -1.97], [-0.78, 0.85, -2.30]], "nbo_charge": [-0.619, -0.428, -0.239, -0.649, 0.166, 0.045, -0.519, -0.223, -0.526, -0.317, 2.046, -0.915, -0.863, 0.780, -0.266, -0.287, -0.291, -0.142, -0.866, 0.234, 0.197, 0.211, 0.227, 0.203, 0.193, 0.225, 0.377, 0.241, 0.277, 0.241, 0.258, 0.469, 0.451, 0.292, 0.233, 0.383, 0.400]}